No. 1
The following is a quantum chemistry calculation of C12H20Cl2O4Re as an isolated structure, from the OMol25 dataset.

## Properties
- Energy above the lowest of the compared OMol25 structures with the same formula, charge and spin: 1.818 eV
- Electronic energy: -1768.7981 Eh
- Spin multiplicity: 4
- Kohn-Sham gap (spin up / spin down): 2.4 / 5.7 eV
- Charge: -2
- <S²>: 3.780

Each line ends with the Mulliken charge.
CARTESIAN COORDINATES (ANGSTROEM)
C: -0.60 1.02 -1.44  1.169
C: -1.43 -0.11 -1.13  1.066
C: -0.58 -1.21 -0.74  1.223
C: -2.90 -0.22 -1.43  -3.001
C: 0.74 -0.89 -1.16  0.589
C: 0.76 0.51 -1.55  0.709
C: 1.92 1.25 -2.07  -1.712
C: -1.10 2.39 -1.83  -1.527
C: -1.06 -2.51 -0.17  -1.909
C: 1.89 -1.82 -1.24  -1.827
Re: -0.05 0.45 0.53  -0.314
Cl: -2.26 0.77 1.29  -0.353
Cl: 0.15 2.66 1.34  -0.350
O: 1.80 0.21 0.93  -0.800
H: -3.43 0.72 -1.22  0.214
H: -3.37 -1.04 -0.89  0.335
H: -2.99 -0.42 -2.50  0.966
H: -1.85 -2.32 0.57  0.443
H: -0.24 -3.01 0.35  0.430
H: -1.44 -3.15 -0.98  0.409
H: 1.83 -2.56 -0.44  0.380
H: 2.83 -1.27 -1.16  0.386
H: 1.86 -2.33 -2.21  0.368
H: 2.84 0.71 -1.82  0.353
H: 2.13 2.41 -1.20  0.368
H: 1.81 1.51 -3.14  0.216
H: -1.96 2.65 -1.19  0.402
H: -1.40 2.40 -2.88  0.417
H: -0.31 3.13 -1.66  0.257
H: 2.19 1.03 1.27  0.299
O: 2.45 2.53 -0.24  -0.480
H: 2.61 3.48 -0.06  0.146
C: -0.13 -1.03 4.65  -1.263
C: -0.12 -0.98 3.14  0.357
O: -0.16 -2.07 2.54  -0.460
O: -0.01 0.21 2.67  -0.377
H: -0.24 -2.06 5.04  0.313
H: -0.95 -0.42 5.01  0.281
H: 0.80 -0.60 5.01  0.275



No. 2
The following is a quantum chemistry calculation of the molecule C4H7NO2S, from the OMol25 dataset.

## Properties
- Energy above the lowest of the compared OMol25 structures with the same formula, charge and spin: 5.172 eV
- Electronic energy: -759.8865 Eh
- Kohn-Sham gap: 11.0 eV
- SMILES string: CC(C)S(=O)(=O)C#N
- Charge: 0

Each line ends with the Mulliken charge.
CARTESIAN COORDINATES (ANGSTROEM)
C: 0.95 1.48 0.22  -1.221
C: 0.40 -0.06 0.17  0.073
C: 1.11 -0.95 -0.89  -1.453
S: -1.45 -0.01 -0.09  0.905
O: -2.01 1.31 -0.05  -0.526
O: -1.82 -1.17 -1.37  -0.591
C: -1.98 -0.86 1.40  0.345
N: -2.41 -1.29 2.37  -0.338
H: 0.84 1.85 -0.81  0.358
H: 0.28 2.14 0.75  0.401
H: 1.99 1.55 0.50  0.360
H: 0.36 -0.54 1.19  0.400
H: 0.59 -1.80 -0.97  0.498
H: 2.07 -1.07 -0.50  0.433
H: 1.07 -0.58 -1.91  0.357



No. 3
The following is a quantum chemistry calculation of a 5-piece molecular cluster, C27H26N4O11 overall, from the OMol25 dataset.

## Properties
- Electronic energy: -2090.3150 Eh
- Spin multiplicity: 2
- Kohn-Sham gap (spin up / spin down): 6.8 / 3.1 eV
- Charge: +1
- <S²>: 0.769

Each line ends with the Mulliken charge.
CARTESIAN COORDINATES (ANGSTROEM)
C: -5.30 4.82 -9.80  -0.414
O: -4.17 4.55 -8.95  -0.126
C: -2.98 5.24 -8.89  0.609
O: -2.75 6.31 -9.50  -0.588
O: -2.05 4.57 -8.18  -0.239
C: -0.65 4.74 -8.28  -0.407
H: -5.22 5.16 -10.84  0.499
H: -5.79 5.66 -9.31  0.153
H: -5.99 3.99 -9.90  -0.036
H: -0.40 5.56 -7.61  0.324
H: -0.31 5.10 -9.25  0.334
H: 0.00 3.87 -8.13  0.019
C: -5.42 8.85 -2.98  -0.445
C: -5.99 9.47 -4.05  -0.340
C: -6.28 8.78 -5.20  -0.293
C: -5.82 7.51 -5.40  0.137
C: -5.25 6.76 -4.31  -0.379
C: -4.96 7.49 -3.13  -0.438
N: -5.93 6.84 -6.70  0.985
O: -6.25 7.56 -7.69  -0.579
O: -5.66 5.64 -6.75  -0.539
H: -5.18 9.39 -2.08  0.366
H: -6.22 10.52 -4.00  0.356
H: -6.73 9.37 -5.98  0.376
H: -4.97 5.72 -4.39  0.417
H: -4.36 7.15 -2.29  0.359
C: 2.28 -0.41 -5.32  -0.212
C: 1.56 0.28 -6.27  -0.562
C: 1.55 1.65 -6.28  0.125
C: 2.38 2.39 -5.43  -0.037
C: 3.23 1.57 -4.52  -0.186
C: 3.11 0.20 -4.42  -0.647
N: 2.46 3.88 -5.51  0.895
O: 3.36 4.30 -4.82  -0.537
O: 1.71 4.54 -6.28  -0.570
H: 2.21 -1.48 -5.45  0.336
H: 0.99 -0.29 -6.99  0.369
H: 1.02 2.15 -7.08  0.124
H: 3.86 2.13 -3.85  0.416
H: 3.69 -0.41 -3.74  0.400
C: -11.49 4.40 -13.17  -0.364
C: -10.88 5.12 -12.09  -0.629
C: -9.78 4.54 -11.45  -0.176
C: -9.24 3.31 -11.93  0.183
C: -9.72 2.74 -13.11  -0.166
C: -10.81 3.25 -13.79  -0.643
N: -8.20 2.58 -11.23  0.973
O: -8.07 2.83 -10.05  -0.537
O: -7.42 1.83 -11.85  -0.581
H: -12.37 4.78 -13.65  0.368
H: -11.37 6.03 -11.79  0.383
H: -9.31 4.99 -10.59  0.437
H: -9.13 1.88 -13.36  0.440
H: -11.27 2.74 -14.62  0.378
C: -6.08 1.48 -7.65  -0.472
C: -6.45 0.71 -8.77  -0.023
C: -6.92 -0.63 -8.74  -0.436
C: -7.07 -1.22 -7.48  0.147
C: -6.75 -0.46 -6.36  -0.190
C: -6.25 0.91 -6.42  -0.469
N: -7.52 -2.58 -7.31  0.858
O: -8.06 -2.84 -6.28  -0.494
O: -7.23 -3.38 -8.23  -0.492
H: -5.72 2.49 -7.72  0.490
H: -6.05 1.07 -9.71  0.528
H: -7.06 -1.18 -9.66  0.522
H: -6.88 -0.80 -5.34  0.442
H: -6.04 1.48 -5.52  0.499